17 unconnected molecules or ions with the total composition C93H213N7O17 in a non-equilibrium geometry. Source: the Open Molecules 2025 dataset; level of theory: the ωB97M-V functional and the def2-TZVPD basis.

Atoms and positions in Å:
C -4.83097 -0.85423 8.36862
C -5.07407 -0.81300 6.84548
C -3.83197 -1.53774 6.25136
C -3.96073 -1.88633 4.72878
C -5.21100 -2.79675 4.64847
C -6.54699 -2.11043 5.10016
N -6.35649 -1.51558 6.45481
O -7.50758 -1.00137 6.99592
C -6.91815 -1.07715 3.99536
C -7.60174 -3.20237 5.15455
C -5.11168 0.66521 6.47101
H -5.14985 -1.80966 8.78524
H -5.51152 -0.17431 8.88112
H -3.82798 -0.69467 8.76442
H -3.10911 -0.72220 6.27305
H -3.47905 -2.38578 6.83820
H -3.15341 -2.53154 4.38231
H -4.20422 -1.00484 4.13565
H -4.93215 -3.69414 5.20078
H -5.26926 -3.16419 3.62393
H -6.12153 -0.37717 3.74332
H -7.16595 -1.60154 3.07247
H -7.79514 -0.51831 4.32200
H -8.59003 -2.74476 5.19911
H -7.47820 -3.86296 4.29638
H -7.47069 -3.73434 6.09685
H -4.15437 1.17398 6.58422
H -5.84449 1.16494 7.10453
H -5.46536 0.75571 5.44397
H -7.61839 -1.49899 7.80937
C 0.74620 -1.06486 -5.50919
C 1.71710 -2.24968 -5.58565
C 2.20784 -2.51721 -4.11418
C 1.18324 -3.26878 -3.24448
C 0.62282 -4.53851 -3.90114
C 0.06784 -4.31746 -5.30410
N 1.03837 -3.47303 -6.09649
O 0.66909 -3.36831 -7.41125
C 0.12563 -5.70062 -5.90933
C -1.34478 -3.66331 -5.34609
C 2.88067 -1.92292 -6.53780
H 0.28018 -0.85270 -6.47144
H 1.18252 -0.13886 -5.13472
H -0.10369 -1.17509 -4.83567
H 3.12304 -3.10895 -4.13275
H 2.38071 -1.57904 -3.58688
H 0.32102 -2.62171 -3.08326
H 1.63448 -3.34860 -2.25548
H -0.25468 -4.77558 -3.29957
H 1.33202 -5.35647 -3.77433
H -0.08814 -5.72739 -6.97782
H 1.11060 -6.14081 -5.75385
H -0.52262 -6.40362 -5.38621
H -1.45129 -2.69188 -4.86331
H -1.57491 -3.48420 -6.39636
H -2.07710 -4.35036 -4.92209
H 3.55759 -1.13420 -6.20948
H 2.50877 -1.66097 -7.52834
H 3.50440 -2.79920 -6.71442
H 1.45348 -3.70781 -7.84837
C 4.27693 -4.84861 3.46179
C 2.93542 -5.40151 4.02122
C 3.23757 -5.91827 5.42692
C 1.91514 -5.97241 6.37300
C 1.22227 -4.65349 6.37095
C 0.71920 -4.30848 4.98839
N 1.91809 -4.33062 4.09545
O 1.66144 -3.67722 2.86639
C -0.37905 -5.28495 4.52704
C 0.08957 -2.92990 5.10979
C 2.48942 -6.53881 3.16539
H 4.43353 -3.90113 3.97740
H 4.22102 -4.66196 2.38935
H 5.17811 -5.39640 3.73731
H 3.60179 -6.94294 5.35269
H 3.97527 -5.34885 5.99230
H 2.20364 -6.32058 7.36479
H 1.16985 -6.69602 6.04278
H 1.80742 -3.84964 6.81761
H 0.36340 -4.71295 7.03945
H -0.05742 -6.31915 4.40426
H -1.27160 -5.28363 5.15271
H -0.77267 -4.98777 3.55501
H 0.92522 -2.27729 5.36257
H -0.32124 -2.54037 4.17834
H -0.58830 -2.84652 5.95929
H 1.97662 -6.35647 2.22099
H 1.75727 -7.14509 3.69877
H 3.35301 -7.17993 2.98852
H 2.15737 -2.86930 3.01775
C 7.67607 2.53881 -4.66289
C 7.31749 1.06925 -4.88948
C 8.61145 0.31564 -5.21080
C 8.59239 -1.20910 -5.01021
C 8.09151 -1.55081 -3.59806
C 6.73478 -0.86261 -3.24168
N 6.67514 0.56790 -3.67649
O 5.45647 1.13368 -3.36616
C 5.69868 -1.69721 -3.94339
C 6.46129 -1.01896 -1.72497
C 6.43259 0.81733 -6.14867
H 6.79129 3.14996 -4.48465
H 8.27843 2.85259 -5.51541
H 8.28831 2.79390 -3.79791
H 8.81510 0.27947 -6.28100
H 9.42496 0.75005 -4.62977
H 9.61282 -1.55525 -5.17455
H 8.01386 -1.78179 -5.73507
H 8.85820 -1.13307 -2.94556
H 8.08898 -2.63491 -3.48476
H 5.95097 -1.89158 -4.98583
H 5.50154 -2.63736 -3.42825
H 4.72540 -1.23036 -4.09466
H 5.52492 -0.54075 -1.43753
H 6.55477 -2.07251 -1.46156
H 7.09487 -0.33815 -1.15650
H 6.93493 1.20149 -7.03645
H 5.55653 1.45875 -6.05269
H 6.18819 -0.22885 -6.33275
H 4.86305 0.75288 -4.01766
C -2.67172 1.12171 -4.54473
C -4.06350 0.44345 -4.61614
C -4.05584 -0.35092 -5.99823
C -5.21110 -1.31385 -6.17943
C -5.18604 -2.27307 -4.94835
C -5.33356 -1.58990 -3.61201
N -4.24459 -0.57983 -3.51865
O -4.05564 -0.09547 -2.25992
C -6.77210 -1.03597 -3.41871
C -5.00549 -2.68730 -2.58373
C -5.21758 1.44781 -4.62899
H -2.00908 0.36321 -4.12799
H -2.54680 1.83227 -3.72766
H -2.27316 1.56068 -5.45937
H -4.06594 0.28474 -6.88363
H -3.16106 -0.97332 -5.98839
H -5.11759 -1.83980 -7.12955
H -6.17099 -0.79914 -6.22161
H -4.28208 -2.88144 -4.97741
H -5.95874 -3.02788 -5.09431
H -7.29427 -1.69577 -2.72582
H -6.79670 -0.05530 -2.94356
H -7.38834 -1.06296 -4.31739
H -4.92832 -2.19291 -1.61537
H -5.71665 -3.51189 -2.53490
H -4.03084 -3.10211 -2.84082
H -4.97488 2.38661 -5.12685
H -5.41636 1.75630 -3.60263
H -6.16579 1.04236 -4.98198
H -4.90402 0.29991 -2.04655
C -0.56045 3.86477 -4.90708
C 0.38797 5.01376 -4.69983
C 1.20072 4.79874 -3.36068
C 2.40927 3.80113 -3.53844
C 3.33317 4.22118 -4.73192
C 2.53121 4.47819 -6.07227
N 1.32732 5.33398 -5.81349
O 0.70701 5.65681 -7.11000
C 3.51975 5.27988 -6.98244
C 2.17877 3.07853 -6.67063
C -0.38257 6.29788 -4.50377
H -0.08508 2.92349 -4.63120
H -0.82534 3.76813 -5.95997
H -1.49868 3.85918 -4.35229
H 1.55610 5.74290 -2.94793
H 0.57309 4.40206 -2.56266
H 1.94450 2.83753 -3.74714
H 3.06921 3.74978 -2.67245
H 3.98501 3.37356 -4.94346
H 3.95735 5.09689 -4.55409
H 3.74638 6.28709 -6.63277
H 4.48743 4.77965 -6.94426
H 3.22827 5.32079 -8.03194
H 1.37258 2.53741 -6.17530
H 1.83407 3.26163 -7.68836
H 3.04691 2.42388 -6.74721
H -0.96788 6.58501 -5.37730
H 0.27391 7.15726 -4.36743
H -1.13943 6.21614 -3.72364
H 0.73744 6.61603 -7.08615
C -1.01322 -2.07532 1.38290
C -1.46685 -0.61954 1.04347
C -1.10947 0.25225 2.29936
C 0.37282 0.59775 2.28354
C 0.67528 1.36866 0.94502
C 0.39618 0.49662 -0.32858
N -0.89864 -0.19122 -0.22799
O -1.13955 -1.07637 -1.31292
C 0.31132 1.51557 -1.45538
C 1.59988 -0.44861 -0.53933
C -3.00011 -0.41358 0.94319
H -1.49540 -2.44261 2.28883
H 0.04065 -2.21176 1.62546
H -1.28599 -2.82804 0.64324
H -1.60087 1.22457 2.33408
H -1.29053 -0.23934 3.25522
H 1.03522 -0.26397 2.36592
H 0.66515 1.13673 3.18473
H 1.71691 1.66777 1.06180
H 0.07389 2.27755 0.96380
H 1.24847 2.06608 -1.37292
H 0.27683 1.10069 -2.46274
H -0.54811 2.17649 -1.34285
H 2.51896 0.13117 -0.62451
H 1.66589 -1.09468 0.33607
H 1.44573 -1.11204 -1.39033
H -3.55409 -0.57537 1.86786
H -3.37413 -1.14543 0.22723
H -3.23731 0.58234 0.56905
H -1.84301 -0.63080 -1.79062
C -3.80330 2.95265 2.90883
C -3.55270 4.45588 3.11126
C -2.16518 4.90372 3.10097
O -4.20543 5.21936 2.17632
H -4.84975 2.65312 2.96652
H -3.21132 2.38904 3.62995
H -3.33571 2.68574 1.96109
H -4.01902 4.67283 4.07229
H -1.96934 5.95848 3.29392
H -1.62078 4.64076 2.19401
H -1.67347 4.39061 3.92744
H -4.16150 6.12864 2.48109
C 5.86751 3.08913 0.91893
C 5.67289 2.83272 -0.55648
C 5.57718 4.05398 -1.43321
O 6.83357 2.04708 -0.99117
H 5.59781 2.13900 1.38003
H 5.16113 3.79515 1.35558
H 6.90135 3.20124 1.24559
H 4.77529 2.24103 -0.73629
H 5.53489 3.75320 -2.48004
H 6.46782 4.67566 -1.34166
H 4.80284 4.76243 -1.13896
H 6.40333 1.46580 -1.62253
C 0.44915 3.28269 6.15886
C 1.09046 4.38495 5.32394
C 2.12229 5.27080 6.01437
O 1.61139 3.69313 4.21237
H 1.13589 2.75198 6.81827
H -0.07493 2.60271 5.48724
H -0.28311 3.78531 6.79074
H 0.32119 4.98272 4.83507
H 2.96553 4.67142 6.35757
H 1.65082 5.67129 6.91183
H 2.44756 6.09975 5.38577
H 2.19355 3.00391 4.54049
C 4.07613 0.05587 3.23769
C 3.41783 0.28805 4.56828
C 4.06785 -0.47548 5.73106
O 3.40125 1.65393 4.94528
H 3.47001 0.53632 2.46965
H 4.14731 -1.01225 3.03240
H 5.00843 0.60540 3.10756
H 2.35826 0.05471 4.46365
H 3.67256 -0.09344 6.67228
H 5.14873 -0.33474 5.73045
H 3.92066 -1.55035 5.62580
H 4.29061 1.92554 5.18378
C -7.48788 1.93291 1.12529
C -6.45200 1.07913 0.41776
C -6.95920 -0.36314 0.00066
O -6.16185 1.59829 -0.79699
H -7.11104 2.94497 1.27304
H -7.68208 1.69940 2.17212
H -8.51557 1.90950 0.76279
H -5.53392 1.03105 1.00336
H -7.63731 -0.70914 0.78075
H -6.07473 -0.99972 -0.02330
H -7.56626 -0.43457 -0.90183
H -5.77400 2.47354 -0.72547
C 5.38957 4.23484 4.67384
C 6.52873 3.24802 4.50112
C 7.82192 3.82039 5.13777
O 6.24527 2.12381 5.25162
H 4.61694 3.85054 4.00792
H 5.68064 5.22793 4.33157
H 5.09974 4.27040 5.72400
H 6.67030 2.96504 3.45806
H 8.60310 3.07690 5.29608
H 7.67348 4.32488 6.09252
H 8.25784 4.63240 4.55577
H 7.04453 1.62128 5.42557
C -3.90416 6.05257 -1.34692
C -3.92455 4.54390 -1.44566
C -2.57322 3.97298 -1.02991
O -4.83288 3.97402 -0.59214
H -4.88987 6.45112 -1.58701
H -3.19280 6.52494 -2.02436
H -3.72190 6.36585 -0.31894
H -4.14215 4.25544 -2.47403
H -1.69891 4.32211 -1.57926
H -2.51957 2.88684 -1.10431
H -2.38804 4.13741 0.03159
H -4.51808 4.31189 0.24949
C 0.34365 6.21042 0.19643
C 1.22709 5.32858 1.06174
C 2.41228 4.71152 0.30865
O 1.66683 5.94120 2.28724
H -0.20908 5.57362 -0.49428
H 0.96383 6.83880 -0.44281
H -0.24388 6.87371 0.83122
H 0.61929 4.47481 1.36133
H 2.89993 4.09006 1.05971
H 3.01034 5.48099 -0.17955
H 2.15228 4.07395 -0.53634
H 1.60444 5.30724 3.00544
C -2.50149 -4.94100 -1.06384
C -1.55464 -5.97737 -0.51892
C -0.62542 -5.47072 0.55306
O -2.21772 -6.99906 0.08328
H -3.14978 -5.33939 -1.84429
H -2.10115 -4.05430 -1.55535
H -3.17080 -4.54104 -0.30216
H -0.94183 -6.33314 -1.34717
H -1.12154 -5.13333 1.46308
H -0.06665 -4.58789 0.24244
H 0.15729 -6.16299 0.86327
H -1.62097 -7.74463 -0.01478
C -6.21682 -6.58148 2.73343
C -4.85120 -6.27387 2.18381
C -3.71490 -6.55888 3.12687
O -4.72516 -7.05506 1.00995
H -6.27128 -7.62424 3.04615
H -7.00204 -6.24813 2.05489
H -6.29899 -5.94195 3.61227
H -4.72101 -5.27683 1.76302
H -3.60046 -7.59576 3.44294
H -3.67309 -5.97055 4.04351
H -2.73313 -6.35126 2.70128
H -3.79858 -7.02302 0.76089

The calculation puts the max |F| at 0.0650 hartree/bohr. As for the HOMO energy: -7.94 eV. Its frontier orbital gap is 8.3 eV. As for the LUMO energy: 0.39 eV. The total energy is -145122.5301 eV.